The following is a quantum chemistry calculation of a structure of composition C53H58BrCsN10O17P2S2 at a distorted geometry, from the Open Molecules 2025 dataset.

Geometry as XYZ:
```
144
Properties=species:S:1:pos:R:3:forces:R:3
Cs -0.75124 0.82039 0.96545 -1.570 -1.005 -2.241
Br -5.70626 -3.14756 -5.10986 -0.017 -0.021 -0.019
S 2.75941 2.83966 -2.37001 -0.404 -0.095 -0.076
S 2.94517 0.01796 -4.21205 -0.599 0.071 0.085
P 2.40154 0.80863 1.58419 1.392 0.615 0.251
P 1.82333 -1.95178 1.04429 0.907 -0.824 0.328
O -4.57409 5.86660 5.59942 0.091 -0.015 -0.110
O 2.32170 -3.43506 1.48315 -0.143 0.303 -0.069
O -1.61307 7.14363 0.38818 -0.048 -0.183 0.031
O 2.84642 -1.41471 -4.39194 -0.015 -0.036 0.118
O -4.00342 7.61763 4.48270 -0.002 -0.149 -0.049
O -2.63910 -1.63853 -1.14009 0.183 0.137 0.048
O -2.07468 5.42858 -0.82156 -0.022 -0.054 0.129
O -0.93775 -0.44738 -2.61608 -0.187 -0.009 -0.288
O 3.11252 0.81599 -5.40439 0.090 0.157 0.032
O -1.73977 1.44152 3.27696 -0.345 0.116 1.023
O 2.33438 -1.84446 -0.42643 -0.141 -0.113 -0.032
O -3.91616 1.13797 2.81296 -0.103 -0.028 -0.039
O 1.31844 1.20859 2.62993 0.827 0.010 0.569
O 0.41859 -1.68867 1.37530 0.256 -0.601 0.213
O 1.88376 0.93453 0.22436 0.633 0.002 -0.303
O -1.98843 3.11719 0.67369 -0.528 0.810 0.031
O 3.63185 1.78106 1.92846 -0.325 -0.271 0.104
N 0.28166 2.19338 -2.64078 0.141 -0.322 -0.288
N -10.86396 -3.30053 4.52359 0.047 0.031 0.000
N -4.19695 -2.68399 3.61593 0.246 -0.280 0.096
N 8.17133 0.65327 -1.40866 0.044 -0.020 -0.064
N -4.06084 6.39256 4.61044 -0.189 0.368 0.365
N -2.16052 -1.83983 3.57317 0.559 -0.019 -0.035
N -1.55835 -0.14830 -6.89668 0.035 -0.215 0.110
N -2.03857 5.99185 0.25870 0.092 0.470 -0.364
N -1.09859 1.29286 -5.25710 0.149 0.365 0.673
N 1.67864 0.46059 -3.34697 0.314 -0.480 -0.110
C -8.32314 -2.99613 4.21478 0.478 -0.096 0.005
C -3.02311 6.12374 2.43768 -0.078 0.209 0.088
C 4.67648 1.93605 0.94452 0.335 0.094 -0.235
C 4.77355 -0.55150 -2.20750 0.011 0.035 0.065
C -7.77249 -1.82463 3.69278 -0.177 -0.029 0.049
C 4.76735 3.40173 0.56405 -0.121 -0.122 0.043
C 1.49512 -3.97688 3.70212 0.033 0.087 -0.219
C -2.91925 -1.62757 -2.46513 -0.104 -0.030 -0.102
C 1.53501 3.95700 -1.85738 0.362 0.145 0.029
C 1.46905 -4.32113 2.22046 -0.140 -0.225 0.180
C -2.00515 -0.91357 -3.28528 0.066 -0.211 -0.069
C 3.02058 -0.87727 1.88606 -0.746 0.234 -0.278
C 0.65807 -0.13664 4.53340 -0.088 0.127 -0.276
C -2.30432 -0.79640 -4.65391 0.018 -0.122 0.483
C 1.95957 -5.73253 1.94822 0.004 0.188 -0.071
C -3.62483 -2.15206 -0.27067 0.000 -0.013 0.169
C -5.57493 -2.78190 3.83257 -0.313 0.038 0.073
C 6.90470 0.56035 -1.99832 -0.025 0.018 -0.068
C 0.30807 3.44176 -2.07007 0.151 -0.119 -0.055
C -4.01410 -2.27130 -3.00370 -0.022 -0.032 0.065
C -3.50332 4.15134 3.75713 -0.171 0.189 0.199
C 2.85939 -3.74575 -1.82298 0.030 0.225 0.123
C -1.61145 0.08211 -5.60256 0.077 0.027 -0.192
C 1.48580 1.70224 -2.85301 0.036 0.667 -0.036
C -0.94366 0.95963 -7.43436 -0.003 0.273 0.244
C -3.32725 -3.74034 3.37939 0.172 -0.064 -0.102
C 0.28287 3.38650 -7.96441 0.031 0.051 -0.033
C -2.89104 1.83208 2.97356 -0.320 0.760 0.439
C 1.84311 -2.64932 -1.54647 -0.102 -0.529 -0.153
C 1.24491 1.18255 4.07083 -0.016 -0.065 0.836
C -3.39401 -1.49751 -5.19542 -0.035 0.053 0.046
C 0.46119 -3.22030 -1.28859 0.096 0.118 0.176
C -3.52248 5.56301 3.59910 0.247 -0.428 -0.514
C -3.00924 3.34687 2.78888 0.045 -0.323 -0.184
C -0.62174 1.27203 -8.75517 -0.004 -0.003 0.020
C -7.48104 -4.05118 4.57566 -0.120 0.142 -0.069
C 5.99260 -0.40199 -1.56658 -0.041 -0.034 0.009
C 4.45919 0.26136 -3.28186 -0.275 0.158 -0.252
C -2.08224 -3.19056 3.34104 -0.464 -0.027 0.127
C -6.11871 -3.93947 4.39275 0.126 0.019 -0.074
C 2.57763 1.50610 4.72799 -0.074 0.107 -0.215
C -2.47751 3.86549 1.53568 -0.025 0.609 -0.166
C 5.35047 1.23357 -3.71014 -0.059 -0.045 0.066
C -9.73239 -3.14576 4.38385 -0.363 -0.004 0.049
C -2.53634 5.32270 1.42578 -0.095 -0.546 0.425
C -4.21366 -2.21780 -4.37593 -0.093 -0.051 -0.142
C 6.56616 1.38874 -3.06973 0.028 -0.015 0.121
C -0.01173 2.48701 -9.00012 -0.009 -0.026 -0.116
C -0.02977 3.09922 -6.65162 0.073 0.021 0.135
C -0.64785 1.87885 -6.40842 0.061 -0.019 -0.322
C -6.41007 -1.71555 3.50168 0.187 0.066 -0.063
C 5.97253 1.42192 1.55315 -0.182 0.025 -0.015
C -3.41547 -1.55876 3.73188 -0.108 0.072 0.006
H 1.81182 4.91957 -1.45985 -0.118 0.024 0.036
H 3.08242 -1.12287 2.94456 -0.028 -0.006 0.018
H 2.88963 -4.45232 -0.99093 0.014 -0.025 -0.023
H 6.16447 1.95477 2.48638 0.047 -0.024 0.015
H -3.78001 -3.22509 -0.43031 0.023 0.021 0.035
H 3.78894 3.75145 0.23806 0.016 0.044 0.023
H -0.84453 0.57765 -9.55559 0.003 -0.007 0.016
H 2.98966 -5.83594 2.29420 0.005 -0.048 -0.004
H -0.15966 -0.15461 -3.14551 -0.050 0.014 -0.075
H -4.70380 -2.82243 -2.38219 0.034 0.032 -0.003
H 1.92671 -5.94395 0.87937 0.020 -0.029 0.001
H 0.95245 -4.72626 4.28011 -0.012 0.007 0.010
H 1.81319 -1.96265 -2.38263 -0.010 0.204 -0.071
H 0.12060 -3.74999 -2.17868 0.021 0.010 -0.027
H -1.13865 -3.67390 3.16122 -0.025 -0.040 -0.053
H 5.46633 3.52506 -0.26527 0.019 -0.003 0.018
H 0.77747 4.31994 -8.20453 -0.014 -0.005 0.027
H 0.49073 -3.92275 -0.44826 -0.063 -0.052 -0.110
H -1.02209 1.71005 -4.31822 0.187 -0.425 -0.242
H -5.97847 -0.81279 3.08429 -0.011 0.031 -0.017
H -0.24330 -2.42853 -1.05583 -0.137 0.034 -0.049
H 4.41666 1.36244 0.05043 -0.013 -0.015 0.010
H 1.33346 -6.45684 2.47017 0.001 -0.008 0.010
H 0.51557 1.95833 4.30278 0.027 0.040 -0.129
H 0.55489 -0.12649 5.61973 0.018 0.014 0.019
H -3.67155 -4.74291 3.19657 -0.059 0.008 0.024
H 6.24814 -1.04815 -0.73294 0.017 -0.008 0.015
H 7.26414 2.15071 -3.39894 0.023 -0.019 -0.021
H 0.45015 -4.20225 1.84201 0.013 -0.021 -0.017
H -3.56554 -1.42417 -6.25884 -0.016 0.020 0.011
H -3.04564 7.19461 2.30542 0.061 0.008 0.014
H 5.90974 0.35351 1.76604 0.028 -0.010 0.029
H -0.33074 -0.26512 4.09241 0.044 -0.127 0.039
H -8.42544 -1.00345 3.43002 0.032 0.018 -0.028
H 3.31958 0.73032 4.52399 0.039 0.021 0.023
H 3.85214 -3.31549 -1.96038 -0.008 -0.120 -0.043
H 0.21331 3.77460 -5.84031 -0.006 0.006 -0.033
H -3.25245 -1.98152 0.73805 0.005 -0.031 -0.002
H 4.06389 -1.29471 -1.87067 0.063 0.120 -0.015
H -3.79951 -0.55629 3.87086 -0.080 0.003 -0.052
H 3.99063 -1.01562 1.41097 0.043 0.096 -0.025
H -3.88625 3.74100 4.68197 -0.015 -0.073 -0.029
H 1.02308 -3.00835 3.86258 0.002 0.012 0.077
H 2.58621 -4.26608 -2.74041 -0.006 0.001 -0.013
H 5.05827 1.85663 -4.54467 0.079 0.017 -0.012
H 2.96046 2.46035 4.36851 0.077 -0.030 0.016
H 2.52908 -3.93836 4.05217 -0.002 -0.029 0.032
H 1.29640 -0.97466 4.24924 0.046 -0.007 0.059
H 8.60230 1.55972 -1.49187 0.021 0.008 0.068
H 8.23241 0.27659 -0.47704 0.003 0.048 0.041
H 5.10448 3.99566 1.41635 -0.022 0.030 0.001
H 0.25129 2.75538 -10.01707 0.005 -0.012 0.019
H -5.46631 -4.74599 4.69577 0.028 -0.007 -0.009
H -7.90226 -4.94918 5.00666 -0.006 -0.010 -0.013
H -0.62720 3.92936 -1.83784 0.023 0.017 0.088
H -4.57641 -1.62551 -0.39304 0.023 0.000 -0.032
H 6.80532 1.59326 0.87013 -0.022 0.017 -0.022
H 2.43567 1.57045 5.80686 -0.049 -0.030 0.007
```
Positions in Å, forces in eV/Å.

Properties
total charge	-2
relative energy (zero: lowest compared OMol25 entry of this formula, charge and spin)	0.0	kcal per mole
frontier orbital gap	6.1	eV